Density functional theory data (ωB97M-V/def2-TZVPD) for a 6-piece molecular cluster, C37H50ClF7N3O12 overall.

Results
spin multiplicity: 1
HOMO energy: -0.42349 Eh
net charge: +1
M: 897.255 g/mol
gap between HOMO and LUMO: 7.004 eV

CARTESIAN COORDINATES (ANGSTROEM)
C: -3.1631 -1.1127 -4.5113
C: -1.8360 -1.2543 -4.3843
C: -1.2748 -1.2724 -2.9405
C: -0.7639 -0.0376 -2.4232
C: -0.7594 1.2627 -3.2349
F: -2.0425 1.5060 -3.6701
F: -0.3777 2.3825 -2.5798
C: 0.1259 1.1651 -4.5622
F: 0.8133 -0.0138 -4.6307
F: -0.6737 1.2586 -5.6532
C: 1.1921 2.3010 -4.7121
F: 1.8743 2.0284 -5.8566
F: 0.6670 3.5162 -4.8917
F: 2.1293 2.2847 -3.7430
C: -0.2377 -0.1556 -1.0608
C: 0.3632 1.0278 -0.3122
C: 1.8948 1.2880 -0.6273
C: 2.7076 0.0032 -0.9472
Cl: 2.5710 1.9390 0.9423
C: -0.3634 -1.5072 -0.5338
C: 0.1196 -1.7053 0.9335
C: -0.9050 -1.1125 1.9933
O: -1.1143 -2.0812 3.0282
N: -0.8242 -2.5929 -1.0961
N: -1.2875 -2.4599 -2.3248
N: -1.7901 -3.6069 -2.9511
C: -2.2053 -4.6098 -1.9312
C: -0.7200 -4.2586 -3.7587
C: -1.0211 -4.5718 -5.2419
O: 0.3230 -4.5757 -3.3003
H: -3.5585 -0.6560 -5.4361
H: -3.8892 -1.4634 -3.7554
H: -1.1998 -1.3737 -5.2739
H: -0.2443 1.9544 -0.3979
H: 0.3301 0.7740 0.7742
H: 2.0366 2.1027 -1.3614
H: 3.7625 0.3139 -1.1200
H: 2.7319 -0.6623 -0.0595
H: 2.3221 -0.5482 -1.8352
H: 0.2439 -2.7883 1.1557
H: 1.1229 -1.2467 1.0885
H: -0.4141 -0.2349 2.4821
H: -1.8511 -0.7489 1.5463
H: -0.2938 -2.0464 3.5463
H: -2.8400 -4.1853 -1.1286
H: -2.8484 -5.3458 -2.4727
H: -1.3628 -5.1798 -1.4988
H: -2.0503 -4.9834 -5.3254
H: -0.8762 -3.6821 -5.8952
H: -0.3015 -5.3433 -5.5747
O: 2.4898 9.0569 -2.3950
C: 2.3347 8.0877 -3.0758
O: 1.8832 6.8950 -2.5974
C: 1.9142 5.9127 -3.6421
C: 1.8932 6.7041 -4.9365
C: 2.6411 7.9719 -4.5521
H: 2.8258 5.3173 -3.5335
H: 1.0528 5.2578 -3.5494
H: 2.3360 6.1683 -5.7759
H: 0.8629 6.9525 -5.2024
H: 3.7195 7.8654 -4.6828
H: 2.2741 8.8391 -5.0957
O: -0.0129 -5.5657 1.9660
C: -0.7636 -6.4061 1.5603
O: -1.5847 -6.2223 0.4900
C: -2.4319 -7.3749 0.3300
C: -1.7038 -8.5049 1.0327
C: -0.9820 -7.7762 2.1565
H: -3.4022 -7.1584 0.7840
H: -2.5763 -7.5778 -0.7311
H: -2.3685 -9.2963 1.3760
H: -0.9714 -8.9512 0.3562
H: -1.6055 -7.6794 3.0472
H: -0.0344 -8.2500 2.4027
O: 4.2482 -9.0155 1.9703
C: 4.3285 -7.8279 1.8518
O: 4.8689 -7.2141 0.7650
C: 4.9122 -5.7957 0.9822
C: 3.8628 -5.5243 2.0430
C: 3.9013 -6.7971 2.8722
H: 5.9180 -5.5240 1.3128
H: 4.6974 -5.2776 0.0483
H: 4.0563 -4.6185 2.6175
H: 2.8801 -5.4228 1.5751
H: 4.6523 -6.7478 3.6627
H: 2.9254 -7.0392 3.2870
O: 0.5629 1.6273 3.5515
C: 0.6374 2.7316 4.0249
O: 1.8069 3.3004 4.3895
C: 1.5523 4.5692 5.0158
C: 0.1852 4.9896 4.5188
C: -0.5214 3.6519 4.3395
H: 1.5771 4.4335 6.0996
H: 2.3296 5.2770 4.7321
H: -0.3255 5.6679 5.1940
H: 0.2806 5.4873 3.5493
H: -1.0037 3.3171 5.2568
H: -1.2361 3.6776 3.5199
O: -2.3615 5.1344 5.7995
C: -3.1035 6.0598 5.6135
O: -2.9017 7.2936 6.1320
C: -4.0196 8.1412 5.8167
C: -4.6690 7.5062 4.6027
C: -4.3946 6.0272 4.8283
H: -4.6884 8.1693 6.6800
H: -3.6657 9.1504 5.6132
H: -5.7263 7.7488 4.5038
H: -4.1617 7.8389 3.6940
H: -5.1680 5.5563 5.4378
H: -4.2679 5.4909 3.8903

=====

Density functional theory data (ωB97M-V/def2-TZVPD) for a 8-piece molecular cluster, C37H51BrNO17 overall.

Results
spin multiplicity: 1
HOMO energy: -0.17458 Eh
net charge: -1
M: 861.709 g/mol
gap between HOMO and LUMO: 6.408 eV

CARTESIAN COORDINATES (ANGSTROEM)
O: 1.3041 -1.9984 -1.5259
C: 0.9919 -0.7906 -2.0722
O: 1.5480 0.4409 -1.4201
C: 0.0538 -0.6754 -3.4353
N: -1.4313 -0.6922 -3.1489
Br: -1.6946 -0.4802 -1.2807
C: -2.1211 -1.9318 -3.6739
O: -3.2987 -1.6306 -4.5543
C: -4.3013 -1.0203 -3.6290
C: -4.3550 0.6492 -3.6122
C: -5.3986 1.4233 -2.5828
C: -6.3474 0.4909 -1.5958
C: -6.2925 -1.1713 -1.6406
C: -5.2590 -1.9391 -2.6560
H: 0.4167 -1.4480 -4.2359
H: 0.2917 0.4034 -3.8864
H: -2.5354 -2.6536 -2.8312
H: -1.4173 -2.6207 -4.3487
H: -3.6054 1.2228 -4.3383
H: -5.3994 2.5940 -2.5782
H: -7.0708 1.0109 -0.8349
H: -6.9641 -1.8189 -0.9157
H: -5.1305 -3.1052 -2.7311
O: 5.0700 -1.4616 -5.7930
C: 5.0154 -1.6916 -4.5962
O: 4.8524 -2.9358 -4.0581
C: 4.7228 -2.8202 -2.6419
C: 5.3573 -1.5000 -2.2908
C: 5.0692 -0.6606 -3.5098
H: 3.6588 -2.8515 -2.3848
H: 5.2298 -3.6587 -2.1555
H: 4.9716 -1.0703 -1.3625
H: 6.4411 -1.6270 -2.1803
H: 4.0979 -0.1629 -3.4409
H: 5.8645 0.0653 -3.6941
O: -4.9883 -1.3084 0.9515
C: -5.1365 -2.5134 1.0709
O: -5.6169 -3.3310 0.0886
C: -5.7602 -4.6524 0.6076
C: -4.8331 -4.7168 1.7931
C: -4.8669 -3.3029 2.3160
H: -6.8071 -4.8052 0.8898
H: -5.4902 -5.3819 -0.1615
H: -5.1317 -5.4642 2.5330
H: -3.8177 -4.9599 1.4573
H: -5.6883 -3.1495 3.0214
H: -3.9124 -3.0182 2.7645
O: 3.4904 2.8579 4.0958
C: 2.7352 2.3736 3.2691
O: 2.7297 1.0564 2.9098
C: 1.7987 0.8652 1.8456
C: 0.8430 2.0257 1.9399
C: 1.7186 3.1324 2.4710
H: 2.3481 0.8551 0.8984
H: 1.2886 -0.0945 1.9698
H: 0.3628 2.2664 0.9878
H: 0.0551 1.7992 2.6686
H: 2.2260 3.6715 1.6662
H: 1.1547 3.8214 3.1039
O: 6.9322 1.1243 -2.3675
C: 7.0414 1.4465 -1.1960
O: 6.0862 1.2280 -0.2452
C: 6.5002 1.8283 0.9812
C: 7.9975 1.9543 0.8767
C: 8.2083 2.1741 -0.6000
H: 6.0068 2.8011 1.0780
H: 6.2017 1.1943 1.8212
H: 8.4069 2.7532 1.5008
H: 8.4712 1.0124 1.1790
H: 8.1439 3.2325 -0.8672
H: 9.1546 1.7457 -0.9383
O: -0.7359 2.6399 -5.0301
C: 0.1928 2.6833 -5.8198
O: 0.0480 2.7815 -7.1739
C: 1.3323 2.6962 -7.7897
C: 2.3146 3.0863 -6.7165
C: 1.6447 2.5911 -5.4597
H: 1.4845 1.6697 -8.1394
H: 1.3754 3.3731 -8.6479
H: 3.3126 2.6688 -6.8740
H: 2.4070 4.1785 -6.6774
H: 1.8952 1.5477 -5.2492
H: 1.8796 3.2267 -4.6028
O: -7.9469 -4.0242 2.0651
C: -8.6577 -3.1878 2.5974
O: -8.2227 -2.2864 3.5261
C: -9.3372 -1.5396 4.0117
C: -10.3908 -1.6560 2.9415
C: -10.1301 -3.0264 2.3692
H: -9.6612 -1.9744 4.9631
H: -9.0396 -0.5004 4.1800
H: -11.4074 -1.5270 3.3224
H: -10.2200 -0.8967 2.1686
H: -10.6646 -3.8056 2.9195
H: -10.3711 -3.0689 1.3045
O: 6.6126 1.2451 9.6337
C: 5.7980 1.7150 8.8566
O: 5.0388 0.9748 7.9964
C: 4.2814 1.8533 7.1656
C: 4.2060 3.1521 7.9247
C: 5.5160 3.1752 8.6708
H: 4.8000 1.9615 6.2072
H: 3.2899 1.4275 6.9860
H: 4.0554 4.0206 7.2781
H: 3.3761 3.1156 8.6410
H: 6.3166 3.6206 8.0738
H: 5.4209 3.6839 9.6329

=====

Density functional theory data (ωB97M-V/def2-TZVPD) for C37H51O2SeTeTl as an isolated structure.

Results
spin multiplicity: 1
HOMO energy (alpha / beta): -0.26322 / -0.26447 Eh
M: 938.756 g/mol
gap between HOMO and LUMO (alpha / beta): 5.019 / 5.148 eV

CARTESIAN COORDINATES (ANGSTROEM)
Tl: -1.3639 -0.4915 2.0242
C: 3.1079 4.6308 -2.9539
C: 2.7625 3.1660 -3.2530
C: 2.0840 3.0812 -4.6277
C: 4.0657 2.3695 -3.3154
C: 1.8171 2.6298 -2.1790
C: 2.1069 1.5437 -1.3806
C: 1.1879 1.0996 -0.4306
Se: 1.5289 -0.5190 0.5137
C: 0.8128 -1.6480 -0.8521
C: 1.2743 -1.5673 -2.1416
C: 0.7001 -2.3344 -3.1562
C: -0.3576 -3.2295 -2.8308
C: -0.8715 -3.3751 -1.5772
C: -0.2877 -2.5499 -0.5140
O: -0.7313 -2.5676 0.6546
C: -2.0299 -4.3133 -1.2648
C: -1.6037 -5.3343 -0.1986
C: -3.2298 -3.4966 -0.7567
C: -2.4808 -5.0856 -2.5064
C: 1.1597 -2.2371 -4.6032
C: 1.6525 -3.6151 -5.0713
C: -0.0291 -1.7933 -5.4720
C: 2.2889 -1.2233 -4.7852
C: -0.0385 1.7451 -0.1671
O: -0.8340 1.3773 0.8001
C: -0.3473 2.8564 -1.0125
C: 0.5750 3.2441 -1.9683
C: -1.6817 3.5925 -0.8510
C: -1.7732 4.2241 0.5457
C: -1.8505 4.7161 -1.8768
C: -2.8422 2.6072 -1.0545
H: 3.7841 5.0293 -3.7151
H: 2.2136 5.2561 -2.9395
H: 3.5944 4.7192 -1.9805
H: 2.7497 3.4575 -5.4088
H: 1.8249 2.0462 -4.8660
H: 1.1654 3.6698 -4.6570
H: 4.7110 2.7832 -4.0932
H: 4.6110 2.4133 -2.3703
H: 3.8864 1.3191 -3.5588
H: 3.0467 1.0162 -1.4790
H: 2.0751 -0.8798 -2.3633
H: -0.7814 -3.8107 -3.6368
H: -1.3318 -4.8514 0.7377
H: -2.4306 -6.0219 -0.0089
H: -0.7512 -5.9219 -0.5472
H: -2.9859 -2.9532 0.1531
H: -3.5609 -2.7820 -1.5138
H: -4.0626 -4.1688 -0.5379
H: -1.6805 -5.7075 -2.9144
H: -3.3025 -5.7468 -2.2278
H: -2.8450 -4.4227 -3.2945
H: 0.8676 -4.3701 -5.0151
H: 1.9829 -3.5523 -6.1104
H: 2.4945 -3.9542 -4.4646
H: -0.8521 -2.5083 -5.4354
H: -0.4077 -0.8223 -5.1467
H: 0.2908 -1.7046 -6.5125
H: 3.1754 -1.4935 -4.2076
H: 2.5749 -1.1893 -5.8378
H: 1.9794 -0.2172 -4.4930
H: 0.3292 4.0923 -2.5938
H: -0.9678 4.9490 0.6883
H: -2.7253 4.7521 0.6499
H: -1.6987 3.4686 1.3247
H: -1.0838 5.4870 -1.7687
H: -1.8237 4.3420 -2.9031
H: -2.8209 5.1925 -1.7228
H: -2.7970 1.8018 -0.3249
H: -3.7990 3.1255 -0.9461
H: -2.8025 2.1746 -2.0577
C: -0.8095 0.8295 10.5645
C: -0.5486 0.3650 9.1562
C: 0.6713 0.5996 8.5369
C: 0.9318 0.1808 7.2368
C: 2.2721 0.4971 6.6253
C: -0.0726 -0.5177 6.5466
Te: 0.3758 -1.2435 4.6266
C: -1.3191 -0.7590 7.1434
C: -2.4607 -1.4628 6.4555
C: -1.5288 -0.3076 8.4414
H: 0.0593 1.3386 10.9800
H: -1.0490 -0.0137 11.2149
H: -1.6549 1.5189 10.6015
H: 1.4459 1.1334 9.0774
H: 2.8721 1.0906 7.3142
H: 2.1550 1.0563 5.6956
H: 2.8382 -0.4047 6.3852
H: -2.2372 -1.7146 5.4218
H: -3.3497 -0.8298 6.4604
H: -2.7134 -2.3897 6.9738
H: -2.4955 -0.4861 8.9035

=====

Density functional theory data (ωB97M-V/def2-TZVPD) for C37H52FGeN8S2SeSiTi as an isolated structure.

Results
spin multiplicity: 2
HOMO energy (alpha / beta): -0.24766 / -0.25858 Eh
M: 919.534 g/mol
gap between HOMO and LUMO (alpha / beta): 6.467 / 6.369 eV
ΔE to the lowest compared entry with this formula, charge and spin: 31.8 kJ/mol

CARTESIAN COORDINATES (ANGSTROEM)
Ti: -0.7070 0.3037 0.3179
N: 2.5486 -2.0687 2.3106
C: 1.4464 -1.3660 1.9207
S: 0.6805 -1.7765 0.4477
N: 1.0632 -0.4121 2.7456
N: -0.0363 0.2493 2.2620
C: -0.6821 0.9301 3.1549
C: -1.9006 1.5944 2.7416
C: -2.7234 2.3241 3.6013
C: -3.9020 2.8341 3.0988
C: -4.2242 2.6225 1.7600
C: -3.3478 1.9100 0.9671
N: -2.2162 1.4002 1.4563
H: 2.7169 -2.9374 1.8344
H: 2.7551 -2.0469 3.2973
H: -0.3425 0.9229 4.1840
H: -2.4384 2.4655 4.6345
H: -4.5684 3.3959 3.7396
H: -5.1342 3.0138 1.3282
H: -3.5289 1.7345 -0.0859
C: -1.2859 4.8820 1.0070
Si: 0.1625 3.7522 0.5564
C: 1.0909 3.3234 2.1352
C: 1.3532 4.7742 -0.4813
N: -0.3045 2.3070 -0.2948
C: -0.7723 2.4172 -1.5913
C: -1.3059 3.5410 -2.2507
C: -1.7048 3.4918 -3.5808
C: -1.5985 2.3322 -4.3347
C: -1.0837 1.1871 -3.7337
C: -0.7280 1.2895 -2.4187
F: -0.1781 0.1643 -1.8033
H: -1.1364 5.3063 2.0036
H: -2.2446 4.3619 1.0129
H: -1.3707 5.7179 0.3087
H: 1.8884 4.0629 2.2566
H: 1.5531 2.3358 2.1092
H: 0.4596 3.3805 3.0241
H: 1.4669 5.7636 -0.0284
H: 1.0182 4.9222 -1.5091
H: 2.3389 4.3058 -0.5086
H: -1.3985 4.4744 -1.7094
H: -2.1056 4.3907 -4.0325
H: -1.9094 2.3109 -5.3698
H: -0.9568 0.2513 -4.2580
S: 1.7870 -1.7860 -3.3843
C: 3.3543 -2.3709 -3.2427
N: 3.5890 -3.6875 -3.0635
C: 4.9106 -4.2855 -3.0022
C: 5.8665 -3.4403 -3.8267
C: 5.8112 -2.0157 -3.3022
N: 4.4285 -1.5663 -3.2992
H: 2.7633 -4.2600 -3.0449
H: 4.8488 -5.3045 -3.3829
H: 5.2596 -4.3382 -1.9644
H: 5.5493 -3.4544 -4.8716
H: 6.8814 -3.8319 -3.7696
H: 6.3920 -1.3401 -3.9308
H: 6.2272 -1.9723 -2.2916
H: 4.2147 -0.5847 -3.3473
C: 4.6539 0.5701 3.1437
Ge: 5.4738 1.0218 1.4265
C: 6.9552 2.2700 1.7089
C: 6.1267 -0.5463 0.4672
C: 4.1557 1.9692 0.3191
Se: 2.9206 0.7982 -0.6438
C: 2.7723 1.8351 -2.2789
H: 5.0665 -0.3558 3.5462
H: 3.5742 0.4489 3.0413
H: 4.8441 1.3694 3.8613
H: 7.7519 1.8225 2.3040
H: 6.6014 3.1594 2.2324
H: 7.3772 2.5852 0.7536
H: 6.8213 -1.1214 1.0803
H: 6.6452 -0.2212 -0.4365
H: 5.2919 -1.1831 0.1728
H: 4.6795 2.5677 -0.4295
H: 3.5971 2.6564 0.9557
H: 3.7695 2.0797 -2.6452
H: 2.2046 2.7482 -2.1222
H: 2.2583 1.2015 -3.0015
C: -3.6574 -1.5215 -4.0112
C: -2.4276 -2.0559 -3.6484
C: -1.9359 -1.8731 -2.3653
C: -2.6678 -1.1483 -1.4270
C: -3.9124 -0.6377 -1.7891
C: -4.4000 -0.8146 -3.0763
N: -2.2069 -0.9944 -0.0818
C: -2.7418 -1.9648 0.7827
C: -2.6741 -1.7915 2.1717
C: -3.1777 -2.7409 3.0447
C: -3.7722 -3.8999 2.5676
C: -3.8476 -4.0870 1.1964
C: -3.3462 -3.1431 0.3135
H: -4.0401 -1.6634 -5.0139
H: -1.8453 -2.6210 -4.3663
H: -0.9781 -2.2955 -2.0859
H: -4.5082 -0.1270 -1.0420
H: -5.3661 -0.4064 -3.3462
H: -2.2238 -0.9037 2.5788
H: -3.1049 -2.5652 4.1115
H: -4.1684 -4.6412 3.2490
H: -4.3036 -4.9842 0.7953
H: -3.4210 -3.3318 -0.7472